DFT (the ωB97M-V functional and the def2-TZVPD basis) results for a structure of composition C42H96F18N9O24S6 at a distorted geometry.

Last column: Mulliken charge in e.
Atoms and positions in Å:
C -4.36782 0.13678 3.09705  -0.20
O -5.16412 0.32326 1.93148  -0.47
C -4.70965 1.33478 1.07802  -0.65
C -4.04360 0.76592 -0.17998  -0.62
N -3.25762 -0.44009 0.09570  1.43
H -2.44649 -0.15398 0.68224  -0.50
H -3.85314 -1.10564 0.61064  0.45
C -2.76123 -1.18286 -1.11604  -0.64
C -3.80312 -2.17453 -1.53705  -0.96
O -3.97850 -3.01745 -0.41650  -0.29
C -4.77375 -4.13808 -0.70195  -0.86
H -4.70575 -0.76456 3.60371  0.00
H -4.48290 1.00141 3.76002  0.47
H -3.30881 -0.00472 2.87373  0.00
H -4.06583 2.04482 1.60902  0.25
H -5.57126 1.91468 0.73899  0.50
H -3.46997 1.53255 -0.69417  0.31
H -4.83877 0.46547 -0.86285  0.62
H -1.93608 -1.78859 -0.72772  0.23
H -2.32316 -0.44711 -1.78155  0.46
H -3.53060 -2.71767 -2.44483  0.67
H -4.78139 -1.70430 -1.73115  0.32
H -4.80737 -4.73201 0.21135  0.23
H -4.33192 -4.76408 -1.47948  0.33
H -5.81494 -3.90560 -0.94678  0.34
C -0.41112 5.60925 7.76348  -0.81
O 0.27904 4.61510 7.05888  -0.34
C -0.42001 3.42355 6.86040  -0.78
C 0.25067 2.73217 5.70678  0.15
N 1.68705 2.60052 6.03801  -0.13
H 1.99579 3.54343 6.32804  0.62
H 1.86771 2.01178 6.85829  0.47
C 2.52057 2.11294 4.93224  -0.08
C 3.92627 1.89399 5.38948  -0.80
O 4.27688 3.08875 6.05974  -0.34
C 5.65407 3.21082 6.30836  -0.78
H -1.31591 5.97529 7.26306  0.30
H 0.24156 6.46894 7.87066  0.27
H -0.71781 5.24476 8.74809  0.34
H -1.47212 3.59342 6.60846  0.44
H -0.36449 2.79918 7.76236  0.39
H 0.17067 3.23159 4.74522  0.28
H -0.16866 1.73714 5.54323  -0.14
H 2.45555 2.82271 4.11252  0.33
H 2.05756 1.19759 4.55842  -0.17
H 4.61473 1.66846 4.57827  0.48
H 4.00917 1.02440 6.06062  0.44
H 5.94997 2.63693 7.20081  0.32
H 5.93407 4.24249 6.48582  0.26
H 6.29710 2.76415 5.54062  0.30
C -0.56275 5.01166 -1.11346  -0.75
O -1.42258 5.63784 -2.03489  -0.37
C -2.75703 5.37887 -1.81111  -0.13
C -3.55916 6.39825 -2.57041  -1.09
N -2.94496 7.72312 -2.31744  -0.02
H -1.91552 7.58987 -2.25621  0.36
H -3.02864 8.34034 -3.12918  0.45
C -3.22603 8.40330 -1.00448  -0.65
C -1.90495 8.81274 -0.42325  -0.47
O -1.22723 9.45532 -1.47090  -0.37
C 0.12247 9.73250 -1.14059  -0.73
H -0.99281 5.11973 -0.11270  0.38
H 0.44503 5.42330 -1.16539  0.31
H -0.32747 3.94680 -1.23923  0.19
H -2.97043 5.45775 -0.73030  0.32
H -3.09313 4.35737 -2.01721  0.41
H -4.61484 6.40635 -2.31918  0.37
H -3.48209 6.24800 -3.64536  0.42
H -3.73593 7.69603 -0.35346  0.29
H -3.93741 9.19802 -1.21094  0.45
H -1.36423 7.88042 -0.17780  0.20
H -1.91663 9.39777 0.49801  0.54
H 0.61025 10.24281 -1.96507  0.28
H 0.69904 8.85555 -0.82685  0.29
H 0.16854 10.44560 -0.30453  0.32
C 3.15117 5.41796 -8.46542  -0.68
O 3.47142 5.70730 -7.11299  -0.39
C 2.79222 4.89339 -6.12037  -0.61
C 3.83351 4.43201 -5.14307  -0.64
N 4.87108 3.66821 -5.90681  -0.07
H 4.37869 3.09523 -6.60073  0.36
H 5.40077 4.39815 -6.39213  0.43
C 5.79602 2.82422 -5.08384  -0.70
C 5.12916 1.50720 -4.79592  -0.52
O 4.05992 1.71587 -3.89955  -0.39
C 3.40089 0.46732 -3.55555  -0.32
H 3.88241 4.71943 -8.88840  0.26
H 3.16930 6.32911 -9.06016  0.28
H 2.15449 4.99758 -8.63020  0.33
H 2.17686 4.10083 -6.55455  0.48
H 2.10686 5.62019 -5.66261  0.32
H 3.33772 3.84785 -4.37268  0.32
H 4.40762 5.22597 -4.67401  0.44
H 5.99693 3.37994 -4.17427  0.31
H 6.65797 2.63167 -5.71658  0.42
H 5.82928 0.74785 -4.42572  0.42
H 4.71597 1.12294 -5.74910  0.38
H 3.18627 -0.18752 -4.40585  0.42
H 2.49148 0.77309 -3.05106  -0.20
H 4.12050 -0.01333 -2.89633  0.25
C -6.63668 -3.57209 3.37820  -0.72
O -6.31746 -3.45097 4.76538  -0.28
C -7.43250 -3.74340 5.59243  -0.46
C -6.92462 -4.05767 6.97565  -0.84
N -5.81308 -3.14441 7.31226  -0.14
H -5.28830 -3.40657 8.15450  0.44
H -5.10930 -3.21890 6.55563  0.43
C -6.12511 -1.69112 7.40331  -0.53
C -4.92151 -0.96167 7.90765  -0.65
O -3.88448 -1.25174 6.97361  -0.15
C -2.75654 -0.39764 6.98363  -0.86
H -6.65927 -4.63675 3.12551  0.36
H -5.78727 -3.19759 2.80583  0.00
H -7.54264 -3.03344 3.10611  0.42
H -8.07128 -4.57872 5.28180  0.48
H -8.07681 -2.84958 5.56766  0.36
H -6.57311 -5.08881 7.03881  0.40
H -7.68002 -4.03207 7.76034  0.39
H -6.99635 -1.56866 8.04861  0.41
H -6.44336 -1.30130 6.44107  0.26
H -4.54479 -1.18685 8.91642  0.37
H -5.12854 0.11876 7.91505  0.41
H -2.96469 0.67938 6.91974  0.35
H -2.20774 -0.70021 6.09193  0.15
H -2.10029 -0.52619 7.85480  0.36
C 1.84928 -5.84041 -0.56509  -0.67
O 2.03581 -6.15026 -1.90243  -0.23
C 0.85600 -6.54631 -2.53522  -0.45
C 1.28602 -7.04188 -3.86754  -0.60
N 2.12099 -6.02778 -4.50947  1.69
H 1.47915 -5.25771 -4.87789  -0.35
H 2.76228 -5.64605 -3.78835  -0.02
C 2.95104 -6.58101 -5.60383  -0.55
C 4.12851 -7.25541 -4.91082  -0.77
O 4.68403 -6.46114 -3.89252  -0.24
C 5.59758 -5.47277 -4.33724  -0.52
H 0.93148 -5.28066 -0.37493  0.37
H 2.62311 -5.15888 -0.20517  -0.01
H 1.85551 -6.73031 0.07206  0.24
H 0.11672 -5.74159 -2.62424  0.18
H 0.42757 -7.40452 -2.00147  0.51
H 0.40108 -7.14974 -4.49487  0.14
H 1.76927 -8.01023 -3.82793  0.53
H 3.29723 -5.71420 -6.16834  0.35
H 2.37181 -7.24799 -6.23293  0.40
H 4.93806 -7.51720 -5.59913  0.52
H 3.76664 -8.18703 -4.46989  0.34
H 6.19800 -5.22478 -3.46295  0.10
H 5.07644 -4.59776 -4.73995  0.18
H 6.31350 -5.82001 -5.09345  0.39
C 1.07779 0.58512 -0.10045  0.34
F 1.60845 -0.59191 0.02413  0.19
F 2.03025 1.48866 -0.18516  -0.21
F 0.39473 0.56275 -1.23164  -0.21
S -0.11451 1.09716 1.29668  0.51
O 0.64101 1.70813 2.33731  -0.38
O -1.04891 1.97646 0.63241  -0.41
N -0.83348 -0.35824 1.60121  -0.72
S -0.15310 -0.83552 2.96654  0.19
O 1.24944 -1.00291 2.94636  0.00
O -0.70421 -0.14027 4.11545  -0.41
C -0.90422 -2.54221 3.08700  0.11
F -0.54102 -3.26437 2.08074  -0.13
F -0.52535 -3.09601 4.20992  -0.18
F -2.22407 -2.44089 3.10326  -0.05
C 4.42517 -2.66323 -1.82443  0.24
F 3.56310 -1.86700 -1.11847  0.24
F 3.69944 -3.43837 -2.65421  -0.28
F 5.25487 -1.86753 -2.48627  -0.27
S 5.40771 -3.71395 -0.62251  0.97
O 4.67940 -4.89984 -0.31086  -0.56
O 6.65657 -3.93537 -1.30370  -0.70
N 5.86559 -2.68612 0.60810  -0.53
S 4.83063 -2.91465 1.80558  0.97
O 3.49570 -3.31027 1.42702  -0.52
O 5.46418 -3.65111 2.86327  -0.67
C 4.59531 -1.14748 2.37388  0.61
F 5.79748 -0.57520 2.51897  -0.28
F 3.95884 -0.45703 1.43393  -0.16
F 3.95008 -1.08017 3.53223  -0.18
C -0.82813 -6.06163 -7.24382  0.66
F -1.07807 -6.65075 -6.09139  -0.25
F 0.26353 -6.52108 -7.77959  -0.22
F -1.81309 -6.27155 -8.05168  -0.20
S -0.72489 -4.20490 -6.97103  0.98
O -0.39077 -3.66093 -8.24062  -0.64
O -1.98438 -3.78752 -6.43613  -0.64
N 0.47329 -4.12703 -5.81621  -0.74
S 0.96189 -2.63322 -5.56938  0.83
O 2.39548 -2.54792 -5.52567  -0.62
O 0.31321 -1.56704 -6.25306  -0.69
C 0.40539 -2.40487 -3.79614  0.44
F -0.88499 -2.71647 -3.60401  -0.22
F 1.14404 -3.12916 -2.96800  0.08
F 0.52876 -1.10019 -3.51581  -0.14

HOMO level, eV: -12.35
2S+1: 1
Max |F|, hartree/bohr: 0.0739
LUMO, eV: -5.3
Kohn-Sham gap, eV: 7.01
Charge: +3



DFT (the ωB97M-V functional and the def2-TZVPD basis) results for a cluster of 12 separate species, C43H101O34P5 in total at a distorted geometry.

Last column: Mulliken charge in e.
Atoms and positions in Å:
C 31.78631 -5.24552 20.43536  -0.73
O 31.17658 -4.00580 19.97646  -0.31
P 30.77543 -3.80118 18.40286  0.99
O 31.40754 -4.74152 17.41602  -0.66
O 29.19180 -3.87577 18.38953  -0.24
C 28.54988 -5.05060 18.91251  -0.65
O 31.06938 -2.18346 18.19557  -0.37
C 30.39171 -1.44170 17.14814  -0.58
H 31.66386 -6.09572 19.76434  0.33
H 31.44537 -5.61754 21.40151  0.30
H 32.86076 -5.12630 20.57483  0.31
H 28.80710 -5.83424 18.19988  0.32
H 27.46590 -4.97199 18.99564  0.25
H 28.92148 -5.27364 19.91265  0.25
H 29.64567 -2.08740 16.68489  0.27
H 31.03553 -0.97670 16.40156  0.27
H 29.86836 -0.56521 17.53020  0.25
C 18.27502 14.49395 14.90953  -0.70
O 17.69719 13.29906 15.44919  -0.21
P 17.39183 11.99128 14.57920  0.94
O 16.76258 12.19704 13.23221  -0.68
O 16.54795 11.08668 15.63996  -0.23
C 15.23319 11.44505 15.98846  -0.66
O 18.76949 11.16742 14.62411  -0.31
C 18.77715 9.84601 14.02744  -0.63
H 19.27396 14.74982 15.26272  0.26
H 17.56629 15.24926 15.24912  0.26
H 18.27703 14.51370 13.81971  0.33
H 15.16603 12.53114 15.92516  0.30
H 14.88446 11.13229 16.97267  0.25
H 14.60798 11.07161 15.17745  0.27
H 17.75604 9.58571 13.74870  0.31
H 19.15588 9.11750 14.74434  0.25
H 19.45111 9.75937 13.17518  0.27
C 13.65320 5.25401 11.95259  -0.67
O 13.88921 4.68605 13.23863  -0.30
P 14.29132 3.13373 13.25034  1.01
O 15.43939 2.87975 12.30994  -0.67
O 12.88707 2.40817 12.83267  -0.28
C 12.68683 1.04959 12.53320  -0.68
O 14.51607 2.71315 14.82075  -0.30
C 15.24157 3.64538 15.63679  -0.69
H 12.74888 5.84014 12.11617  0.27
H 13.41859 4.55140 11.15298  0.31
H 14.39189 6.01101 11.68919  0.26
H 13.63373 0.51133 12.57535  0.31
H 12.27339 0.93434 11.53125  0.26
H 12.04362 0.52595 13.24042  0.27
H 14.52774 3.91916 16.41370  0.28
H 15.44246 4.64332 15.24711  0.31
H 16.09651 3.23015 16.17042  0.29
C 25.30465 -4.72029 26.74375  -0.68
O 25.99710 -5.01205 27.95806  -0.30
P 27.27301 -6.03061 27.93358  1.05
O 27.08168 -7.25062 27.12137  -0.68
O 28.40257 -5.05127 27.34029  -0.30
C 28.66212 -3.89423 28.06265  -0.72
O 27.58770 -6.22383 29.53758  -0.28
C 27.97886 -7.43143 30.08949  -0.64
H 24.27612 -5.06158 26.86096  0.25
H 25.70063 -5.27588 25.89370  0.33
H 25.34506 -3.65047 26.53888  0.25
H 27.94818 -3.59045 28.82823  0.33
H 28.80755 -3.02482 27.42151  0.29
H 29.67214 -3.92778 28.47111  0.30
H 28.08999 -8.16516 29.29112  0.34
H 27.33801 -7.74921 30.91195  0.22
H 28.97983 -7.23391 30.47307  0.25
C 18.76768 0.70528 24.66488  -0.57
O 19.85706 1.36471 25.15835  -0.31
P 19.69718 2.90911 25.65890  1.05
O 19.06671 3.82486 24.70198  -0.69
O 18.93190 2.72742 27.06375  -0.27
C 17.53946 2.79884 27.04691  -0.74
O 21.23107 3.31870 26.01975  -0.30
C 21.99369 2.59893 26.96936  -0.62
H 18.99867 0.34330 23.66302  0.25
H 17.88043 1.33696 24.70821  0.27
H 18.62457 -0.16399 25.30673  0.24
H 16.98968 2.83576 26.10643  0.35
H 17.20560 3.60587 27.69908  0.27
H 17.26052 1.87851 27.56003  0.29
H 22.36663 1.65066 26.58235  0.25
H 21.43784 2.53077 27.90450  0.28
H 22.82943 3.19645 27.33357  0.27
O 31.21602 7.68715 9.45520  -0.56
C 30.46303 7.85910 10.40275  0.70
O 29.16388 7.40841 10.39330  -0.29
C 28.51576 7.03989 9.21308  -0.24
C 27.22174 6.17975 9.48639  -1.10
C 30.88921 8.46439 11.68381  -0.93
H 29.19223 6.41779 8.62703  0.30
H 28.33952 7.91460 8.58705  0.31
H 26.53237 6.79706 10.06242  0.29
H 27.46874 5.34808 10.14625  0.29
H 26.71745 5.81692 8.59077  0.37
H 31.36037 9.44675 11.71672  0.30
H 31.66391 7.77138 12.01193  0.26
H 30.13916 8.43819 12.47427  0.29
O 19.86987 14.06403 21.53292  -0.59
C 21.08497 13.98686 21.30261  0.72
O 21.81283 12.90667 21.03946  -0.27
C 21.17085 11.60935 20.99353  -0.23
C 22.24063 10.61527 20.46440  -1.11
C 21.90685 15.19846 21.08986  -0.99
H 20.24826 11.65523 20.41489  0.33
H 20.82353 11.31339 21.98342  0.28
H 21.84780 9.60443 20.35496  0.36
H 23.09096 10.64845 21.14553  0.30
H 22.68625 10.91742 19.51664  0.30
H 21.27913 16.08953 21.08115  0.32
H 22.25672 15.11038 20.06131  0.29
H 22.80373 15.24036 21.70787  0.30
O 23.51794 -0.96993 7.58001  -0.59
C 23.46072 -1.43403 6.39951  0.77
O 22.34533 -1.33209 5.63734  -0.36
C 21.19791 -0.63188 6.09428  -0.24
C 20.30925 -1.53456 6.95291  -1.06
C 24.68049 -2.04530 5.77898  -0.97
H 20.55534 -0.26379 5.29447  0.32
H 21.48371 0.27087 6.63415  0.32
H 20.93990 -1.73016 7.82017  0.29
H 20.14530 -2.53129 6.54333  0.31
H 19.45874 -0.93658 7.28025  0.34
H 24.75665 -1.89512 4.70207  0.31
H 24.70823 -3.12707 5.90978  0.24
H 25.54362 -1.61388 6.28592  0.31
O 19.09088 -5.94425 19.77204  -0.57
C 17.89388 -6.10704 19.52858  0.63
O 17.21537 -5.84353 18.39190  -0.23
C 17.88599 -5.37857 17.30863  -0.20
C 16.81615 -5.37934 16.17515  -1.15
C 16.98560 -6.72574 20.56661  -0.87
H 18.72023 -5.99204 16.96834  0.30
H 18.29571 -4.38747 17.50345  0.29
H 16.63708 -6.38196 15.78683  0.30
H 17.20964 -4.75537 15.37270  0.35
H 15.81985 -5.05967 16.48063  0.32
H 15.95305 -6.67214 20.22157  0.29
H 17.11826 -6.28550 21.55488  0.28
H 17.18366 -7.78878 20.70381  0.26
O 24.22003 2.16952 17.44678  -0.57
C 23.78241 1.09887 17.88208  0.67
O 22.75237 0.39238 17.42289  -0.31
C 22.06357 0.82891 16.31101  -0.22
C 22.61987 0.41935 15.00242  -1.04
C 24.29423 0.50751 19.12918  -0.87
H 21.93060 1.90318 16.18308  0.31
H 21.03144 0.47853 16.30521  0.33
H 23.70068 0.55979 15.01724  0.32
H 22.27332 1.05206 14.18530  0.33
H 22.33026 -0.61722 14.82993  0.26
H 23.93037 -0.51267 19.25130  0.29
H 24.21203 1.13812 20.01442  0.26
H 25.35678 0.37599 18.92474  0.26
O 29.28520 10.65573 28.26368  -0.60
C 28.34329 10.95266 27.47608  0.66
O 27.87992 10.15526 26.50779  -0.25
C 28.52889 8.87174 26.36709  -0.22
C 27.77414 8.21200 25.15237  -1.13
C 27.62393 12.27638 27.58710  -0.87
H 28.37756 8.26930 27.26279  0.30
H 29.59369 8.94138 26.14472  0.30
H 26.69080 8.17404 25.26652  0.30
H 28.14255 7.21581 24.90743  0.37
H 28.00819 8.89642 24.33696  0.30
H 26.85385 12.40890 26.82716  0.27
H 28.31747 13.11702 27.56668  0.28
H 27.22024 12.38253 28.59402  0.26
O 22.17603 -8.25101 11.23762  -0.56
C 23.27580 -7.76923 10.98092  0.68
O 23.77738 -7.50179 9.75622  -0.32
C 23.21738 -7.99130 8.59166  -0.13
C 23.54680 -9.47253 8.47132  -1.11
C 24.02503 -7.05194 12.10674  -0.93
H 23.71321 -7.59406 7.70596  0.24
H 22.14771 -7.78265 8.57213  0.32
H 23.17249 -9.99431 7.59056  0.36
H 23.03896 -9.86399 9.35277  0.31
H 24.61558 -9.67065 8.55227  0.29
H 23.34524 -6.46344 12.72289  0.28
H 24.86546 -6.47203 11.72532  0.29
H 24.46611 -7.79470 12.77147  0.27

HOMO level, eV: -10.21
2S+1: 1
Max |F|, hartree/bohr: 0.0906
SMILES: COP(=O)(OC)OC.COP(=O)(OC)OC.COP(=O)(OC)OC.COP(=O)(OC)OC.COP(=O)(OC)OC.CCOC(C)=O.CCOC(C)=O.CCOC(C)=O.CCOC(C)=O.CCOC(C)=O.CCOC(C)=O.CCOC(C)=O
LUMO, eV: 0.3
Kohn-Sham gap, eV: 10.55